Entry from the Open Molecules 2025 dataset: a cluster of 12 separate species, C43H98NO32P5S6 in total in a non-equilibrium geometry (ωB97M-V/def2-TZVPD).

Element x y z (Å)
C (-3.78682, 1.90247, 7.55054)
C (-4.41137, 0.61674, 6.93252)
C (-3.27674, -0.05873, 6.15785)
S (-2.45491, 1.33774, 5.30063)
O (-2.98468, 1.49230, 3.93611)
O (-1.00972, 1.23957, 5.51091)
C (-3.15489, 2.64806, 6.42536)
H (-3.14896, 1.72221, 8.41585)
H (-4.67914, 2.41086, 7.91579)
H (-5.24946, 0.74767, 6.24801)
H (-4.69257, -0.01470, 7.77532)
H (-3.34728, -0.88515, 5.45062)
H (-2.55799, -0.47645, 6.86284)
H (-4.00487, 3.14432, 5.95700)
H (-2.37666, 3.37764, 6.64937)
C (-5.36418, 2.39991, 1.39883)
C (-6.31947, 3.10698, 0.50486)
C (-5.89831, 2.90499, -0.90256)
S (-5.22634, 1.18580, -1.01983)
O (-3.92093, 1.17658, -1.61332)
O (-6.25558, 0.21686, -1.39759)
C (-4.97420, 1.06695, 0.76667)
H (-5.68110, 2.29723, 2.43668)
H (-4.41281, 2.93156, 1.41718)
H (-6.15909, 4.16926, 0.68903)
H (-7.34648, 2.79008, 0.68632)
H (-4.97902, 3.37851, -1.24722)
H (-6.65386, 3.23821, -1.61406)
H (-3.91116, 0.85922, 0.88881)
H (-5.58100, 0.17231, 0.90632)
C (3.06888, 3.93646, 5.48905)
C (3.37193, 5.17429, 4.62880)
C (2.04469, 5.95003, 4.52353)
S (0.76169, 4.55967, 4.40939)
O (0.25967, 4.40635, 3.02110)
O (-0.24250, 4.69612, 5.48175)
C (1.94891, 3.18936, 4.71906)
H (2.75192, 4.22442, 6.49141)
H (3.98768, 3.35092, 5.52098)
H (3.75206, 4.95890, 3.63021)
H (4.26020, 5.72383, 4.94036)
H (1.91896, 6.73317, 3.77589)
H (1.92139, 6.34440, 5.53219)
H (2.38975, 2.90638, 3.76320)
H (1.40032, 2.33949, 5.12507)
C (0.11219, 1.46365, -0.96546)
C (-0.68165, 2.10092, 0.22123)
C (-0.54589, 1.10570, 1.36879)
S (-0.82503, -0.55981, 0.54875)
O (-2.30873, -0.92228, 0.53640)
O (0.21104, -1.51839, 0.92717)
C (-0.39755, 0.02083, -1.21504)
H (1.13890, 1.40468, -0.60423)
H (0.20372, 2.09242, -1.85112)
H (-1.72325, 2.28500, -0.04199)
H (-0.28118, 3.06444, 0.53643)
H (-1.08829, 1.30084, 2.29390)
H (0.50445, 1.10818, 1.66016)
H (-1.28111, -0.07319, -1.84638)
H (0.35632, -0.64578, -1.63385)
C (6.18286, 3.09063, -0.41187)
C (5.78139, 2.36002, -1.71527)
C (4.62891, 1.53173, -1.40933)
S (5.10871, 0.63468, 0.17396)
O (5.93050, -0.49791, -0.25945)
O (3.91928, 0.53822, 1.03464)
C (6.29169, 2.02221, 0.72181)
H (5.50572, 3.87106, -0.06469)
H (7.12991, 3.59542, -0.60260)
H (6.56520, 1.73796, -2.14745)
H (5.55746, 3.12971, -2.45386)
H (4.36441, 0.78381, -2.15684)
H (3.77677, 2.16997, -1.17566)
H (7.26337, 1.67315, 1.07124)
H (5.79696, 2.44660, 1.59545)
C (3.74926, -2.71573, 2.05605)
C (2.67615, -3.55662, 2.74979)
C (3.08779, -3.83168, 4.18676)
S (5.00587, -3.96754, 4.16442)
O (5.43705, -5.39001, 4.13891)
O (5.65911, -3.01627, 5.05076)
C (5.13414, -3.25761, 2.39994)
H (3.85145, -1.75766, 2.56572)
H (3.53418, -2.46919, 1.01631)
H (2.55645, -4.50915, 2.23361)
H (1.67059, -3.15236, 2.63348)
H (2.72360, -4.75360, 4.64010)
H (2.89696, -3.06950, 4.94223)
H (5.49035, -4.04318, 1.73352)
H (5.92293, -2.50536, 2.40411)
C (2.44399, 3.24258, -3.51315)
O (1.88555, 4.43128, -3.08825)
P (2.73823, 5.40581, -2.08530)
O (4.23010, 5.33355, -2.22628)
O (2.23055, 4.87614, -0.65506)
C (2.89421, 5.05619, 0.58256)
O (2.09893, 6.85063, -2.24120)
C (0.68813, 6.95100, -2.26244)
H (3.51760, 3.07547, -3.42635)
H (2.12524, 2.92401, -4.50563)
H (2.04401, 2.46207, -2.86592)
H (3.29241, 4.07291, 0.83294)
H (2.21947, 5.41057, 1.36181)
H (3.77665, 5.69501, 0.54645)
H (0.15459, 6.05902, -1.93409)
H (0.31693, 7.09199, -3.27755)
H (0.46005, 7.86678, -1.71707)
C (-6.24032, -2.41861, -5.20725)
O (-5.02871, -2.32210, -5.87180)
P (-4.02830, -1.01402, -5.56850)
O (-4.69690, 0.29140, -5.33099)
O (-3.26710, -1.54252, -4.26792)
C (-3.87051, -1.79015, -2.99287)
O (-2.83207, -1.07756, -6.71047)
C (-2.08843, -2.30287, -6.85867)
H (-7.00764, -2.02891, -5.87617)
H (-6.31521, -1.89733, -4.25292)
H (-6.58456, -3.43866, -5.03665)
H (-3.33415, -1.45642, -2.10459)
H (-4.00215, -2.85799, -2.81826)
H (-4.84443, -1.36615, -2.74832)
H (-2.13716, -2.71398, -7.86699)
H (-2.43000, -3.11349, -6.21499)
H (-1.03815, -2.09978, -6.64939)
C (-0.48813, -4.11801, -3.24720)
O (-1.41307, -4.78885, -2.42158)
P (-0.98680, -6.13173, -1.60875)
O (-0.36274, -7.21648, -2.42169)
O (-0.00668, -5.69105, -0.36809)
C (-0.45372, -4.66809, 0.56122)
O (-2.28738, -6.65406, -0.79919)
C (-2.39428, -7.82964, -0.10197)
H (0.42003, -4.70483, -3.38502)
H (-0.24029, -3.14409, -2.82510)
H (-0.87337, -3.93429, -4.25016)
H (-1.00408, -5.07432, 1.40985)
H (-1.06518, -3.98045, -0.02305)
H (0.39620, -4.14153, 0.99534)
H (-1.43489, -8.26001, 0.18516)
H (-2.80374, -8.60418, -0.75045)
H (-2.91808, -7.77846, 0.85255)
C (-2.48679, 4.34071, -3.09716)
O (-1.41643, 4.71028, -3.99648)
P (-1.33661, 3.87773, -5.41161)
O (-2.55894, 4.05574, -6.28104)
O (0.06966, 4.44772, -6.06798)
C (0.05199, 5.33590, -7.19491)
O (-0.94309, 2.40288, -4.96945)
C (-1.82964, 1.41791, -4.66379)
H (-2.01508, 4.31961, -2.11475)
H (-3.04437, 3.40580, -3.15332)
H (-3.16193, 5.19540, -3.05491)
H (-0.82522, 5.98288, -7.20099)
H (0.06735, 4.77479, -8.12927)
H (0.86544, 6.05324, -7.08605)
H (-1.47721, 0.38683, -4.69136)
H (-2.76907, 1.53098, -5.20487)
H (-1.99946, 1.45873, -3.58788)
C (2.47414, -3.19098, -1.54316)
O (2.44471, -4.40849, -2.31086)
P (3.80458, -5.36081, -2.43522)
O (4.97534, -4.84341, -3.17982)
O (4.19768, -5.64239, -0.89944)
C (3.34698, -6.46769, -0.13334)
O (3.28425, -6.82407, -2.94028)
C (2.96274, -6.97353, -4.30616)
H (1.89037, -3.39648, -0.64590)
H (2.07805, -2.41128, -2.19376)
H (3.51413, -2.89114, -1.41425)
H (3.13860, -6.06722, 0.85878)
H (3.81796, -7.44212, -0.00381)
H (2.36427, -6.41899, -0.60236)
H (3.77671, -7.43166, -4.86802)
H (2.76814, -6.00790, -4.77283)
H (2.00367, -7.48414, -4.21909)
N (-1.64770, -4.47419, 5.47742)
C (-1.06297, -3.25319, 5.79668)
C (-0.93172, -2.49911, 4.65507)
C (-1.36700, -3.28866, 3.57774)
C (-1.78637, -4.54628, 4.13266)
H (-1.98100, -5.16955, 6.12972)
H (-0.80304, -3.11419, 6.83567)
H (-0.58941, -1.47637, 4.59825)
H (-1.44648, -3.01913, 2.53494)
H (-2.24085, -5.44177, 3.73525)

Values from the calculation:
- 2S+1 = 2
- HOMO (alpha / beta) (eV) = -11.58 / -11.58
- LUMO level (alpha / beta) (eV) = -3.609 / -7.633
- charge = +1
- strongest force on any atom (hartree/bohr) = 0.076
- expectation value of S² = 0.7637
- frontier orbital gap (alpha / beta) (eV) = 7.97 / 3.94

Atomic partial charges in e from the Löwdin method, atoms 1 to 2: number 1, C, carries -0.223; number 2, C, carries -0.200